(1)
ORCA calculation (ωB97M-V/def2-TZVPD) on an isolated molecule of C20H21N3O3S in a non-equilibrium geometry.

Last column: natural (NBO) charge in e.
Atoms and positions in Å:
S (6.505, -1.701, 0.969)  0.41
O (1.120, -0.739, -0.615)  -0.49
O (-0.109, 0.862, 1.132)  -0.61
O (1.485, 1.327, -1.420)  -0.62
N (4.294, 0.991, -0.549)  -0.29
N (-2.060, 0.852, -0.021)  -0.62
N (-2.503, -4.100, -0.126)  -0.42
C (4.224, 2.341, -1.041)  -0.42
C (-2.111, -2.137, -1.422)  -0.28
C (5.107, -0.897, 0.342)  -0.27
C (-0.789, 0.487, 0.209)  0.68
C (-1.452, -3.792, 0.615)  0.05
C (-0.677, -2.662, 0.412)  -0.24
C (-5.084, 1.534, -0.030)  -0.42
C (-2.842, 1.618, 0.930)  -0.06
C (-2.818, -3.291, -1.122)  0.04
C (-3.701, 0.694, 1.800)  -0.41
C (-3.882, 2.467, 0.200)  -0.41
C (3.271, 0.073, -0.454)  0.00
C (3.754, -1.112, 0.099)  -0.22
C (-0.259, -0.531, -0.842)  -0.02
C (5.416, 0.412, -0.065)  0.11
C (7.458, -0.278, 0.674)  -0.37
C (-1.012, -1.810, -0.634)  0.01
C (6.772, 0.759, 0.131)  -0.28
C (1.905, 0.329, -0.873)  0.79
C (-4.870, 0.315, 0.888)  -0.41
H (-4.167, 3.303, 0.838)  0.21
H (-5.764, 0.078, 1.461)  0.22
H (8.499, -0.306, 0.932)  0.23
H (4.551, 3.037, -0.266)  0.20
H (-1.228, -4.484, 1.416)  0.20
H (-5.147, 1.225, -1.073)  0.20
H (-3.141, -0.173, 2.149)  0.22
H (-4.056, 1.250, 2.667)  0.21
H (-4.613, -0.568, 0.302)  0.20
H (-2.402, -1.518, -2.259)  0.22
H (-3.485, 2.873, -0.729)  0.22
H (7.211, 1.709, -0.113)  0.23
H (-0.415, -0.118, -1.848)  0.22
H (3.178, -1.994, 0.284)  0.24
H (-2.132, 2.204, 1.515)  0.24
H (-2.572, 0.419, -0.773)  0.39
H (3.198, 2.565, -1.321)  0.26
H (-3.680, -3.583, -1.707)  0.19
H (0.166, -2.433, 1.044)  0.24
H (4.871, 2.456, -1.914)  0.20
H (-6.015, 2.046, 0.211)  0.21

The calculation puts the highest occupied orbital energy at -8.02 eV. Its spin multiplicity is 1. Its SMILES is Cn1c(C(=O)O[C@H](C(=O)NC2CCCC2)c2ccncc2)cc2sccc21. The calculation puts the energy above the lowest of the compared OMol25 structures with the same formula, charge and spin at 1.760 eV. For the molar mass, the calculation gives 383.47 g mol⁻¹. The calculation puts the HOMO-LUMO gap at 8.649 eV. For the total energy, the calculation gives -1562.934370 Eh.



(2)
ORCA calculation (ωB97M-V/def2-TZVPD) on C24H46Cl2N3NiO4Si as an isolated structure in a non-equilibrium geometry.

Last column: Mulliken charge in e.
Atoms and positions in Å:
Ni (-1.254, -5.152, 1.912)  -0.10
Cl (-0.407, -1.126, -0.932)  -0.67
Cl (-0.740, -5.214, 3.973)  -0.53
Si (-0.088, -5.284, -0.927)  0.60
O (2.972, 0.241, -1.155)  -0.77
O (-1.562, -5.800, 0.233)  -0.75
O (2.067, -2.703, 1.576)  -0.53
O (-1.316, -1.969, -4.574)  -0.67
N (4.196, -3.068, 0.823)  0.28
N (-2.946, -1.314, -3.096)  0.19
N (1.913, 2.253, -1.216)  0.14
C (-1.898, -7.060, 0.896)  0.37
C (1.367, -5.698, 0.133)  -0.86
C (-4.248, -6.089, 0.963)  -1.64
C (-0.178, -9.981, -0.829)  -0.99
C (3.217, -3.089, 1.765)  -0.10
C (2.987, 2.824, -2.003)  -0.96
C (-1.756, -1.178, -3.732)  0.13
C (-3.424, -0.334, -2.136)  -0.80
C (0.798, -9.643, 1.376)  -0.54
C (1.997, 0.942, -0.881)  0.25
C (-0.028, -8.534, 1.574)  -0.45
C (-0.262, -6.480, -2.362)  -1.31
C (-1.056, -8.912, -0.604)  -0.26
C (-3.886, -8.509, 0.422)  0.26
C (0.721, -10.360, 0.176)  -0.58
C (5.468, -3.724, 1.067)  -0.94
C (-3.383, -7.291, 0.725)  0.95
C (3.879, -2.646, -0.529)  -0.51
C (-5.338, -8.817, 0.304)  -1.57
C (1.037, 3.197, -0.541)  -0.87
C (-3.640, -2.579, -3.169)  -0.93
C (-0.972, -8.199, 0.589)  0.73
C (-0.232, -3.677, -1.777)  -0.64
C (-1.303, -3.198, 2.020)  -0.64
H (1.537, 3.672, 0.320)  0.30
H (-3.421, -3.058, -4.126)  0.31
H (2.282, -5.341, -0.362)  0.47
H (-1.812, -2.898, 2.954)  0.44
H (3.855, 3.076, -1.377)  0.30
H (4.816, -2.620, -1.091)  0.41
H (-1.196, -3.280, -1.451)  -0.15
H (-0.247, -10.527, -1.776)  0.39
H (-0.238, -2.893, 2.031)  0.08
H (1.357, -11.234, 0.021)  0.38
H (-1.817, -2.807, 1.120)  0.08
H (0.279, -6.045, -3.220)  0.50
H (2.614, 3.738, -2.470)  0.33
H (6.244, -3.235, 0.472)  0.31
H (-4.548, -5.643, 0.001)  0.24
H (-5.898, -8.709, 1.251)  0.34
H (-3.760, -5.293, 1.556)  0.20
H (3.418, -1.646, -0.529)  0.18
H (-3.332, -3.256, -2.353)  0.21
H (1.464, -6.783, 0.273)  0.34
H (0.001, -7.957, 2.499)  0.34
H (3.296, 2.101, -2.764)  0.29
H (-5.429, -9.862, -0.017)  0.38
H (-5.165, -6.389, 1.489)  0.47
H (1.315, -5.237, 1.131)  0.15
H (3.583, -3.503, 2.730)  0.28
H (-1.318, -6.613, -2.648)  0.24
H (5.437, -4.792, 0.798)  0.30
H (-5.834, -8.185, -0.451)  0.30
H (-2.993, -0.521, -1.139)  0.24
H (-1.775, -6.916, 2.009)  0.16
H (0.776, 3.990, -1.254)  0.28
H (5.698, -3.644, 2.138)  0.35
H (0.175, -7.464, -2.144)  0.32
H (-4.714, -2.391, -3.070)  0.35
H (-4.518, -0.390, -2.095)  0.29
H (0.612, -3.062, -1.429)  0.25
H (-3.107, 0.667, -2.459)  0.29
H (-1.811, -8.616, -1.334)  0.70
H (-0.228, -3.660, -2.886)  0.37
H (-1.176, -0.297, -3.393)  0.32
H (1.100, 0.532, -0.382)  0.24
H (1.494, -9.941, 2.169)  0.40
H (-3.230, -9.366, 0.270)  0.39
H (3.186, -3.353, -1.017)  0.03
H (0.134, 2.686, -0.192)  0.29

The calculation puts the highest occupied orbital energy (alpha / beta) at -3.76 / -4.15 eV. Its spin multiplicity is 3. The calculation puts the energy above the lowest of the compared OMol25 structures with the same formula, charge and spin at 0.000 eV. As for the expectation value of S²: 2.008. For the molar mass, the calculation gives 598.33 g mol⁻¹. Its charge is -1. The calculation puts the HOMO-LUMO gap (alpha / beta) at 6.169 / 6.551 eV. For the total energy, the calculation gives -4125.520005 Eh.